[1]
Formula: C5H23NO6
Source: the Open Molecules 2025 dataset
Level of theory: ωB97M-V/def2-TZVPD

Cartesian coordinates (Å):
O: -3.363 0.489 -0.365
O: -1.629 2.628 -0.298
O: 2.252 1.140 3.120
O: -2.025 -0.094 -2.792
O: 0.483 2.198 1.281
O: 1.933 -3.983 -0.757
N: -1.100 -1.407 1.173
C: -0.064 -1.493 0.243
C: 1.763 0.891 -1.799
C: -0.948 -0.603 2.430
C: 1.714 -0.543 -1.225
C: 0.918 -0.608 0.011
H: -2.182 1.824 -0.303
H: 2.760 -0.927 -1.192
H: -2.680 -0.195 -0.366
H: 1.494 1.583 2.713
H: -1.047 0.450 2.176
H: -1.855 -2.072 1.186
H: -0.420 -2.347 -0.402
H: 1.348 1.018 -2.780
H: -2.209 0.774 -3.175
H: 1.390 1.676 -1.078
H: -1.066 -0.037 -2.680
H: 0.070 -0.794 2.798
H: 0.420 1.218 1.151
H: 1.230 0.139 0.722
H: 2.352 -3.321 -0.202
H: -1.791 -0.874 3.037
H: 2.790 1.143 -2.084
H: -0.211 2.557 0.678
H: -3.895 0.356 -1.154
H: 3.071 1.452 2.737
H: -2.065 3.445 -0.539
H: 1.341 -1.280 -2.000
H: 1.221 -4.403 -0.267

Computed properties:
Highest occupied orbital energy, eV: -8.061
F_max, eV Å⁻¹: 2.777
SMILES: CC/C=C/NC.O.O.O.O.O.O
Orbital gap, eV: 8.332
Energy above the lowest of the compared OMol25 structures with the same formula, charge and spin, kJ/mol: 187.8



[2]
Formula: C32H43NNaO5Sb
Source: the Open Molecules 2025 dataset
Level of theory: ωB97M-V/def2-TZVPD

Cartesian coordinates (Å):
Sb: 1.498 -0.680 2.094
Na: -0.317 -0.452 -0.213
O: 3.691 1.357 -4.940
O: 1.373 -0.184 -1.241
O: -2.027 -5.692 -0.450
O: -0.342 1.572 -0.001
O: -1.846 -1.449 0.754
N: -3.596 -3.765 -0.023
C: 4.013 2.438 -5.811
C: 2.352 2.963 -3.763
C: -0.528 3.814 -0.668
C: 1.688 -0.418 4.197
C: -2.980 -3.793 2.398
C: -2.842 -4.256 1.108
C: 1.094 2.138 -1.821
C: 4.596 -1.329 1.843
C: -4.303 -2.659 -0.176
C: -2.337 -4.441 3.450
C: -2.059 -5.356 0.853
C: 3.852 1.129 1.811
C: -2.943 -0.860 0.919
C: -1.212 -6.816 -0.830
C: 2.984 -0.883 4.874
C: 2.848 1.648 -3.946
C: -5.396 -0.587 0.401
C: 1.711 -3.222 0.455
C: 0.078 2.422 -0.783
C: 1.410 -2.839 1.941
C: -3.021 0.451 1.549
C: 2.521 0.615 -3.118
C: -1.562 -5.563 3.188
C: 2.258 -3.664 2.925
C: -4.190 1.138 1.568
C: -1.419 -6.026 1.877
C: 1.487 3.161 -2.713
C: -4.202 -1.413 0.423
C: 1.649 0.798 -2.006
C: 3.505 -0.329 1.424
C: 0.420 -1.034 4.831
C: -5.408 0.634 0.959
H: 1.621 0.663 4.289
H: -0.801 -6.894 1.667
H: -1.298 -6.910 -1.903
H: -0.170 -6.644 -0.571
H: -5.112 -2.797 -0.883
H: -2.444 -4.060 4.469
H: -2.087 0.874 1.950
H: 3.940 1.261 2.903
H: 1.623 -4.316 0.325
H: -0.508 -0.673 4.363
H: 2.925 -0.698 5.961
H: -1.557 -7.729 -0.355
H: -3.724 -4.459 -0.735
H: 0.364 -0.791 5.903
H: 1.031 -2.762 -0.278
H: 0.413 -2.134 4.747
H: 1.947 -3.533 3.973
H: 3.116 2.849 -6.272
H: 4.535 3.232 -5.279
H: 3.168 -1.958 4.737
H: 3.328 -3.418 2.869
H: -1.054 4.091 -1.592
H: 1.096 4.165 -2.569
H: 2.938 -0.380 -3.290
H: 3.102 1.853 1.453
H: 2.634 3.785 -4.409
H: -6.309 1.233 0.954
H: 3.869 -0.351 4.505
H: 4.695 -1.419 2.934
H: 4.662 2.044 -6.584
H: -6.307 -0.991 -0.053
H: 4.423 -2.337 1.447
H: -4.203 2.128 2.020
H: 5.573 -0.993 1.455
H: 3.367 -0.375 0.335
H: 4.819 1.419 1.371
H: 2.731 -2.939 0.138
H: 2.159 -4.742 2.689
H: 0.244 4.580 -0.480
H: -1.042 -6.075 3.997
H: -1.237 3.803 0.162
H: 0.351 -3.030 2.138
H: -3.605 -2.925 2.591

Computed properties:
Highest occupied orbital energy, eV: -6.783
F_max, eV Å⁻¹: 1.516
Orbital gap, eV: 6.116



[3]
Formula: CrN6O18
Source: the Open Molecules 2025 dataset
Level of theory: ωB97M-V/def2-TZVPD

Cartesian coordinates (Å):
Cr: -23.967 -4.648 -7.394
O: -25.878 -3.814 -7.436
O: -25.474 -7.971 -9.351
O: -22.459 -3.252 -10.665
O: -23.477 -4.932 -3.479
O: -23.535 -0.635 -8.123
O: -20.195 -4.403 -8.840
O: -24.484 -2.744 -11.100
O: -26.325 -2.094 -8.651
O: -20.183 -6.257 -7.772
O: -24.989 -6.288 -8.071
O: -23.328 -5.726 -5.518
O: -21.973 -5.034 -7.804
O: -23.202 -2.559 -7.182
O: -24.383 -3.971 -5.214
O: -24.056 -4.128 -9.488
O: -23.454 -7.229 -9.228
O: -27.768 -2.779 -7.224
O: -21.563 -1.454 -8.074
N: -20.781 -5.238 -8.162
N: -23.662 -3.379 -10.445
N: -23.742 -4.888 -4.666
N: -26.665 -2.878 -7.784
N: -22.757 -1.538 -7.789
N: -24.637 -7.193 -8.913

Computed properties:
Highest occupied orbital energy (spin up / spin down), eV: -0.222 / -0.199
Charge: -3
F_max, eV Å⁻¹: 3.729
Orbital gap (spin up / spin down), eV: 7.135 / 7.569
Energy above the lowest of the compared OMol25 structures with the same formula, charge and spin, kJ/mol: 31.1
2S+1: 4